Entry a
This record from the Open Molecules 2025 dataset describes a 2-piece molecular cluster, C6H15NO overall. The level of theory is ωB97M-V/def2-TZVPD.

Atoms and positions in Å:
C  -1.2849  1.2420  -1.7736
C  -2.7820  1.2821  -1.9986
C  -0.5054  0.5659  -2.9012
O  -0.9708  0.2712  -3.9772
N  0.8183  0.3981  -2.6207
H  -0.8184  2.2359  -1.7524
H  -0.9995  0.8146  -0.8093
H  -3.1854  2.2361  -2.3116
H  1.4205  0.0568  -3.3535
H  1.2411  0.5854  -1.7308
H  -3.2987  0.9006  -1.1097
H  -3.0975  0.4850  -2.6763
C  1.1741  -0.5960  2.9087
C  0.6006  -2.0346  2.9575
C  1.9343  -0.2702  1.6171
H  1.7256  -0.3091  3.7938
H  0.3008  0.0658  2.9839
H  0.8531  -2.4628  3.9303
H  -0.4766  -2.0919  2.8904
H  1.6425  0.6395  1.1221
H  1.0911  -2.6514  2.2066
H  1.6133  -0.9714  0.8456
H  3.0038  -0.3915  1.7589

Summary:
Kohn-Sham gap = 10.54 eV
Charge = 0

Atom charges from the Löwdin analysis, given in e for atoms 1 to 2:
1 C -0.18
2 C -0.10

***

Entry b
This record from the Open Molecules 2025 dataset describes C6H15NO as an isolated structure. The level of theory is ωB97M-V/def2-TZVPD.

Atoms and positions in Å:
C  -2.1648  0.7234  0.2361
C  -0.3077  -0.9416  -0.9350
C  -1.5919  1.9921  -0.2840
N  -1.8203  0.2834  1.4008
H  -3.0214  0.2966  -0.2841
H  -2.3175  -0.5364  1.7300
H  -0.5643  0.3326  1.5549
H  -2.2158  2.8273  0.0523
H  -0.7735  -0.2976  -1.6805
H  -0.9504  -1.6721  -0.4433
H  0.3904  -1.5123  -1.5445
H  -0.5796  2.1190  0.0930
H  -1.5776  1.9891  -1.3711
C  2.0365  0.3786  -0.6882
C  1.6166  -1.6981  0.7407
C  1.0864  -0.3484  0.2583
O  0.6698  0.4245  1.2469
H  1.9276  -2.3411  -0.0807
H  1.5588  1.2678  -1.0951
H  2.9119  0.6987  -0.1193
H  2.3627  -0.2593  -1.5080
H  0.8528  -2.2107  1.3252
H  2.4713  -1.5158  1.3956

Summary:
Kohn-Sham gap = 8.53 eV
Charge = 0

Atom charges from the Löwdin analysis, given in e for atoms 1 to 2:
1 C -0.21
2 C -0.05

***

Entry c
This record from the Open Molecules 2025 dataset describes a 2-piece molecular cluster, C6H15NO overall. The level of theory is ωB97M-V/def2-TZVPD.

Atoms and positions in Å:
C  1.5414  0.4167  0.9200
C  0.3983  0.7741  1.8456
C  -0.5835  1.7951  1.2147
N  -2.2165  -0.6069  0.1595
C  -1.7707  0.4660  -0.6241
C  -1.0825  1.5168  -0.1859
C  -2.1066  0.2852  -2.0770
H  1.1732  -0.1335  0.0536
H  2.0902  1.3011  0.5994
H  2.3401  -0.1751  1.3828
H  -0.1833  -0.0945  2.1318
H  0.7630  1.2621  2.7579
H  -0.0888  2.7595  1.1804
H  -1.3735  1.9555  1.9520
H  -3.1945  -0.8454  0.1802
H  -1.7781  -0.7498  1.0541
H  -0.6384  2.1627  -0.9338
H  -1.6954  1.0823  -2.7044
H  -3.1796  0.3316  -2.2624
H  -1.7407  -0.6655  -2.4410
H  4.5323  -4.5245  -1.2642
H  4.8423  -3.3000  -0.3168
O  4.3980  -3.5842  -1.1221

Summary:
Kohn-Sham gap = 9.03 eV
Charge = 0

Atom charges from the Löwdin analysis, given in e for atoms 1 to 2:
1 C -0.11
2 C -0.27

***

Result of the stability comparison: entry b is the least stable of them.

***

Entry a
This record from the Open Molecules 2025 dataset describes C10H16N4O as an isolated structure. The level of theory is ωB97M-V/def2-TZVPD.

Atoms and positions in Å:
C  -3.4227  -2.2176  0.4304
C  -2.6756  -0.8939  0.1351
C  -3.3456  0.3786  0.2750
C  -2.7831  1.5046  0.0760
O  -3.2628  2.4837  0.0612
N  -1.5405  1.2981  -0.2071
C  -0.9708  0.0518  -0.2593
N  -1.5479  -0.9195  -0.3477
N  0.3509  0.1457  -0.9499
C  1.1444  -1.1879  -0.7579
H  0.2833  -1.7176  -0.6684
H  1.5897  -1.1910  -1.7628
C  2.0461  -1.3990  0.3638
H  1.4872  -0.8628  1.4109
H  2.3365  -2.2701  0.4520
C  3.2020  -0.3746  0.4882
N  3.1112  0.8809  0.8233
H  3.8372  1.5310  0.5442
C  1.9417  1.8059  0.3365
H  1.0588  1.5216  1.2878
C  1.1967  1.2866  -1.0582
H  1.9313  1.1477  -1.5107
H  0.6712  2.2313  -1.3478
H  1.9522  2.8258  0.5967
H  4.0456  -0.5681  0.7852
H  3.7417  -0.4030  -0.6786
H  -0.9758  2.0703  -0.3879
H  -4.5053  0.4766  0.5569
H  -4.5928  -2.1421  0.7490
H  -3.3796  -2.8369  -0.5017
H  -2.9251  -2.6562  1.0658

Summary:
Kohn-Sham gap = 8.70 eV
Charge = 0

Atom charges from the Löwdin analysis, given in e for atoms 1 to 2:
1 C 0.01
2 C -0.25

***

Entry b
This record from the Open Molecules 2025 dataset describes one molecule with the formula C10H16N4O. The level of theory is ωB97M-V/def2-TZVPD.

Atoms and positions in Å:
C  1.8141  -0.3117  -3.2488
C  2.1802  -0.9255  -1.9371
N  3.2444  -1.6566  -1.8847
N  3.5783  -2.2066  -0.7287
C  2.8627  -2.0658  0.4781
O  3.2662  -2.6183  1.4721
N  1.7498  -1.2945  0.4026
C  1.3947  -0.7359  -0.7293
N  0.2879  0.0167  -0.7624
H  0.0239  0.4541  -1.6311
C  -0.5523  0.2622  0.3889
C  -0.5122  1.7500  0.7761
C  -1.7901  2.1718  1.5102
C  -2.3345  1.0078  2.3303
C  -2.8108  -0.1203  1.4067
C  -1.9920  -0.1689  0.1113
H  -2.4253  0.4988  -0.6374
H  -2.0023  -1.1801  -0.2982
H  -2.7246  -1.0728  1.9304
H  -3.8633  0.0226  1.1555
H  -3.1603  1.3436  2.9589
H  -1.5451  0.6439  2.9892
H  -1.5756  3.0229  2.1579
H  -2.5515  2.4890  0.7950
H  0.3596  1.9265  1.4067
H  -0.3935  2.3556  -0.1263
H  -0.1336  -0.3541  1.1878
H  4.4200  -2.7709  -0.7341
H  2.5519  -0.6058  -3.9896
H  1.8016  0.7757  -3.1762
H  0.8317  -0.6536  -3.5740

Summary:
Kohn-Sham gap = 9.66 eV
Charge = 0

Atom charges from the Löwdin analysis, given in e for atoms 1 to 2:
1 C -0.04
2 C -0.26

***

Result of the stability comparison: entry a is the least stable of them.